8
Properties=species:S:1:pos:R:3 method="wB97M-V/def2-TZVPD" molar_mass_g_mol=92.188 max_force_ev_per_a=2.54 e_homo_ev=-8.85 smiles="S=CCS" gap_ev=8.4 de_lowest_kj_mol=78.03
S -1.7794 -0.4458 -0.0564
S 1.7119 -0.4732 0.0255
C 0.6013 0.9064 -0.3624
C -0.8039 0.8039 0.3078
H 0.4429 0.9544 -1.4278
H 1.9992 0.1140 1.2255
H -1.2135 1.4811 1.0621
H 1.0687 1.8924 -0.0385

=====

8
Properties=species:S:1:pos:R:3 method="wB97M-V/def2-TZVPD" molar_mass_g_mol=92.188 max_force_ev_per_a=2.96 e_homo_ev=-8.81 smiles="CC(=S)S" gap_ev=8.7 de_lowest_kj_mol=55.10
S -1.2418 -1.5682 0.0941
S 1.7345 -1.5393 0.0468
C 0.2463 0.8441 0.0921
C 0.4165 -0.7024 0.1363
H 0.8988 1.1705 -0.7740
H -1.7942 -0.4788 -0.4545
H 0.5027 1.3079 1.0714
H -0.7629 0.9662 -0.2121

=====

8
Properties=species:S:1:pos:R:3 method="wB97M-V/def2-TZVPD" molar_mass_g_mol=92.188 max_force_ev_per_a=3.29 e_homo_ev=-8.35 gap_ev=7.3 de_lowest_kj_mol=282.08
S -1.4934 -0.4062 0.3096
S -0.3401 1.1713 -1.2198
C 1.0549 0.5112 -1.6920
C -0.9450 -0.5173 1.7888
H -1.2015 0.0530 2.6868
H 1.7859 1.2042 -1.9743
H -0.2770 -1.4077 2.0869
H 1.4162 -0.6085 -1.9859

=====

8
Properties=species:S:1:pos:R:3 method="wB97M-V/def2-TZVPD" molar_mass_g_mol=92.188 max_force_ev_per_a=3.50 e_homo_ev=-7.92 smiles="C1=CS1.S" gap_ev=8.6 de_lowest_kj_mol=310.05
S 1.6997 0.2684 1.3773
S -2.1813 0.2738 0.6240
C 1.1003 0.5210 -0.4193
C 1.0959 -0.6699 -0.0677
H -1.6660 -0.9513 0.1236
H -1.9279 0.9920 -0.5803
H 0.8788 -1.6999 0.0158
H 1.0006 1.2659 -1.0734

=====

9
Properties=species:S:1:pos:R:3 method="wB97M-V/def2-TZVPD" molar_mass_g_mol=124.255 max_force_ev_per_a=3.48 e_homo_ev="-8.53 / -8.57" gap_ev="6.1 / 6.1" de_lowest_kj_mol=517.03
S -0.4235 -0.5711 0.0601
S 0.8418 -1.3933 -2.3846
S -2.2999 -1.7216 1.9790
C 0.3785 -0.1301 -1.3458
C -0.0181 0.9615 1.1872
H 1.0369 1.0799 1.0102
H -0.4501 1.7709 0.5632
H -0.5008 0.5346 2.0879
H 1.4352 -0.5308 -3.1571

=====

85
Properties=species:S:1:pos:R:3 method="wB97M-V/def2-TZVPD" molar_mass_g_mol=709.474 max_force_ev_per_a=4.08 e_homo_ev=-3.78 total_charge=-1 gap_ev=5.4
Br 3.1194 3.5968 -1.8208
Ga 0.7478 1.1891 -0.2360
Cl -2.4300 4.4509 -1.6071
P 2.4226 2.7710 0.2180
O 5.2999 1.7710 0.2222
O -7.0249 1.0580 -1.6087
O -1.2000 3.8147 0.6709
O -0.1785 -4.4046 3.5111
O 1.3356 -4.4086 1.3047
O -1.2396 0.6309 -3.9573
O -2.9870 1.9535 2.3686
O -9.9116 0.3261 -1.3517
O -7.1820 2.5592 1.5146
O 1.9317 -1.8426 -0.3881
O 0.1153 6.9563 -0.2749
O 9.3985 -2.5588 -1.6210
O -0.2034 12.4111 0.9009
O 0.5436 -5.2102 -3.0713
O -4.0869 1.4583 -1.4098
O -0.7042 -7.1464 5.1116
O 3.4919 0.1524 -2.8117
O 5.0171 -3.8122 0.1532
O 7.0632 -4.5225 -1.8364
O -1.3655 9.5082 1.4548
O -3.0745 -4.4175 4.8241
O -1.1527 -5.2051 -0.2370
O 3.9496 -1.3205 1.5591
O 2.7571 -3.4871 4.1756
O -1.6192 -0.5575 -6.7103
O 1.8224 4.1208 1.1291
C -0.9959 1.9612 -1.0293
C -1.4267 3.3678 -0.4583
H -1.8673 1.2428 -0.8149
H -1.1317 0.8658 -4.8879
H -2.2044 2.4555 2.0980
H -3.0352 -3.9308 5.6562
H -1.6334 -5.1503 -1.0721
H -1.5090 -6.6829 5.3757
H -2.1617 -1.1971 -6.2337
H 1.8170 -2.4739 -1.1092
H 7.6269 -3.7969 -1.5412
H -0.0879 6.0615 0.0356
H 6.2642 -4.4324 -1.2984
H -7.9232 1.2415 -1.9127
H -1.2237 -1.0706 -7.4243
H 0.0491 -4.9067 -2.2994
H 1.2779 -5.7096 -2.6956
H 1.3726 -3.9239 2.1378
H 3.8887 -0.3624 -3.5245
H 4.2471 -4.0602 0.6850
H 2.9448 -0.4872 -2.3334
H -0.9162 2.0337 -2.1928
H -10.0391 -0.6030 -1.1272
H 0.5688 -4.8018 3.9779
H 0.4199 0.2426 1.0165
H 3.9168 -0.3988 1.2616
H 10.3482 -2.4548 -1.7483
H 2.5973 -2.2547 0.1803
H 6.1788 1.4707 -0.0430
H 5.7621 -4.2121 0.6204
H 9.0602 -2.7199 -2.5114
H -2.0436 1.0943 -3.6907
H -0.4058 11.5176 1.2102
H -0.3638 7.0280 -1.1089
H 4.8284 -1.6195 1.2958
H -6.9609 1.5272 -0.7661
H 0.4401 -4.2472 0.9808
H 2.5016 -2.7888 4.7896
H -3.1641 1.3763 1.6158
H -6.3216 2.7640 1.9042
H -10.6281 0.5181 -1.9685
H -7.6182 2.0176 2.1821
H -5.0089 1.2929 -1.6507
H 1.3575 0.2127 -1.3710
H -0.9736 8.9952 0.7330
H -1.3435 -6.0943 0.0840
H -0.5971 -6.9156 4.1799
H -0.9447 -4.6513 4.0440
H 1.9961 3.9056 2.0711
H -0.6823 12.4826 0.0680
H -3.9066 2.3414 -1.7603
H 5.2650 2.6896 -0.0735
H -1.9150 8.8689 1.9215
H 3.6179 -3.2045 3.8440
H -3.9693 -4.2585 4.5019

=====

10
Properties=species:S:1:pos:R:3 method="wB97M-V/def2-TZVPD" molar_mass_g_mol=258.027 max_force_ev_per_a=7.98 e_homo_ev="-26.33 / -29.54" spin_multiplicity=4 total_charge=+3 s_squared=3.761 gap_ev="10.6 / 7.5"
Au 0.0433 0.9357 1.5254
O -1.2444 1.9292 0.7710
O 0.8605 -0.4754 1.0277
C 0.9394 -1.3369 0.1264
C 0.2911 -1.2051 -1.1341
H 1.6499 -2.1642 0.2694
H -1.6134 1.6962 -0.1352
H 0.3025 -2.0544 -1.8176
H -1.3707 2.8776 0.9084
H 0.1417 -0.2028 -1.5412

=====

8
Properties=species:S:1:pos:R:3 method="wB97M-V/def2-TZVPD" molar_mass_g_mol=39.874 max_force_ev_per_a=1.80 e_homo_ev="-8.40 / -8.76" gap_ev="7.6 / 8.2" de_lowest_kj_mol=245.36
C -1.4322 -0.2516 0.0473
C 1.4809 -0.1691 0.0065
B 0.0378 0.0021 0.0545
H -2.1023 0.4812 0.6192
H -0.2094 1.1411 -0.1223
H 2.1213 -0.8139 0.6601
H 2.1017 0.5000 -0.5477
H -1.9978 -0.8898 -0.7178

=====

16
Properties=species:S:1:pos:R:3 method="wB97M-V/def2-TZVPD" molar_mass_g_mol=160.687 max_force_ev_per_a=5.14 e_homo_ev="-10.25 / -10.25" gap_ev="8.9 / 8.9" de_lowest_kj_mol=0.00
O -1.4924 -0.5175 -1.0282
O 1.6395 0.6470 0.1647
O -0.2421 -1.2091 0.7776
O -2.5721 -1.6187 0.6347
O 1.6020 2.9383 0.5968
O -0.4255 1.8537 0.0349
N 2.7193 -2.5180 -0.3247
C 2.0379 -1.5773 -0.3473
C 1.3198 -0.3863 -0.4659
B -1.4217 -1.1091 0.1819
B 0.8805 1.8296 0.3320
H 0.4932 -0.3936 -1.2161
H -0.7073 1.0349 -0.3218
H -2.4220 -0.6838 -1.3637
H -2.4236 -2.0438 1.5682
H 1.0145 3.7537 0.7769

=====

10
Properties=species:S:1:pos:R:3 method="wB97M-V/def2-TZVPD" molar_mass_g_mol=219.844 max_force_ev_per_a=2.54 e_homo_ev="-7.60 / -8.24" gap_ev="7.2 / 8.3" de_lowest_kj_mol=568.90
Br -1.8550 -1.7655 -0.1523
Br -2.1538 1.3309 0.1338
P 1.3995 0.3403 1.4150
C -1.4802 -0.1136 -0.7914
C 1.3675 0.0103 -0.3101
H 1.4698 -1.0523 -0.5677
H 1.3072 0.9655 -0.8748
H -1.4015 0.0180 -1.8115
H 1.0440 -0.9221 1.6394
H 0.3024 1.1885 1.3195

=====

12
Properties=species:S:1:pos:R:3 method="wB97M-V/def2-TZVPD" molar_mass_g_mol=406.859 max_force_ev_per_a=5.64 e_homo_ev="-8.43 / -9.66" gap_ev="6.8 / 7.3" de_lowest_kj_mol=483.53
I -5.9559 -2.2703 0.2033
I -8.1208 1.0931 -0.6289
Br -4.4733 1.4319 -0.3708
Si -6.0738 0.1669 0.5350
O -2.0170 -1.5435 0.0933
C -0.9626 -0.9673 -0.2344
C -0.9913 0.5369 -0.1008
H -1.2408 0.7779 0.9210
H -1.9092 0.9697 -0.6243
H -0.0537 1.1536 -0.2383
H -0.0707 -1.4494 0.3434
H -0.5851 -1.3150 -1.3614

=====

17
Properties=species:S:1:pos:R:3 method="wB97M-V/def2-TZVPD" molar_mass_g_mol=380.827 max_force_ev_per_a=3.41 e_homo_ev=-20.32 total_charge=+3 gap_ev=3.7
In -4.5789 -1.5611 1.3238
Br 0.1978 -1.9938 -1.7108
S -1.6826 0.5994 0.9488
P 1.9327 0.0810 -0.3545
O -1.2756 1.4635 1.9604
O 2.0184 1.4445 0.3326
O -1.6725 1.3171 -0.4331
O -2.8898 -0.1723 1.1961
O -0.4898 -0.5325 0.5793
N 2.8569 -0.9568 0.4589
C -0.8870 0.6118 -1.4266
C 0.0089 -0.3865 -0.6673
H -1.5969 -0.0003 -1.9869
H 2.4576 -1.1807 1.3875
H 2.9359 1.7695 0.5430
H 3.0627 -1.8231 -0.0591
H -0.3978 1.3203 -2.0920

=====

10
Properties=species:S:1:pos:R:3 method="wB97M-V/def2-TZVPD" molar_mass_g_mol=153.947 max_force_ev_per_a=0.96 e_homo_ev=-9.14 smiles="C/C=N/PBr" gap_ev=9.4 de_lowest_kj_mol=0.00
Br -3.7086 -0.3830 0.0168
P -2.0095 1.1914 0.0956
N -0.4695 0.6064 0.1659
C 0.2957 -0.2283 -0.3885
C 1.7498 -0.3176 -0.1331
H 2.2905 -0.3035 -1.0795
H 2.0990 0.4795 0.5171
H -0.1016 -1.0302 -1.0222
H -2.0892 1.2710 1.4943
H 1.9433 -1.2858 0.3336

=====

9
Properties=species:S:1:pos:R:3 method="wB97M-V/def2-TZVPD" molar_mass_g_mol=124.965 max_force_ev_per_a=5.05 e_homo_ev=-10.46 gap_ev=10.0 de_lowest_kj_mol=275.09
Br 2.6710 -0.4097 -0.0432
O -1.5309 0.9825 0.3469
C 0.7934 -0.1996 0.5643
C -0.1369 -0.1931 -0.6689
H 0.7722 0.8737 1.0197
H 0.0063 0.3715 -1.5755
H 0.3333 -0.8998 1.3183
H -0.6508 -1.0780 -0.8085
H -2.2578 0.5525 -0.1532

=====

10
Properties=species:S:1:pos:R:3 method="wB97M-V/def2-TZVPD" molar_mass_g_mol=157.032 max_force_ev_per_a=3.83 e_homo_ev="-10.13 / -8.56" gap_ev="9.4 / 4.6" de_lowest_kj_mol=255.20
Br 2.2520 2.6127 1.1031
S 0.6114 -1.9602 0.2222
O -0.7137 -2.2383 0.6992
C 0.3386 -0.4027 -0.6182
C -0.7341 0.4638 0.0905
H -0.9842 -0.0356 1.1135
H 1.3251 0.2096 -0.7082
H -1.6831 0.4659 -0.4563
H -0.0861 -0.5955 -1.6906
H -0.3257 1.4803 0.2448

=====

10
Properties=species:S:1:pos:R:3 method="wB97M-V/def2-TZVPD" molar_mass_g_mol=113.975 max_force_ev_per_a=4.11 e_homo_ev=-8.72 gap_ev=8.9 de_lowest_kj_mol=328.25
Cl 1.0608 1.8213 -0.6194
Cl -2.1462 -0.6229 1.1084
N -1.5498 0.7393 0.2921
C 0.5352 0.4056 0.1619
C 0.7055 -0.8612 -0.5479
H -0.2151 -1.3505 -0.7904
H 1.4131 -1.3067 0.0537
H 1.0291 -0.7664 -1.5826
H 0.9702 0.3391 1.1739
H -1.8029 1.6025 0.7505

=====

12
Properties=species:S:1:pos:R:3 method="wB97M-V/def2-TZVPD" molar_mass_g_mol=162.041 max_force_ev_per_a=4.22 e_homo_ev=-9.79 gap_ev=9.5 de_lowest_kj_mol=32.48
Cl 1.9530 -1.3368 2.2450
Cl -2.1369 -0.5952 -1.9081
S 1.2445 0.1382 0.8131
O -0.0078 0.9491 -1.6056
N 0.2129 1.0390 1.5480
C -0.7971 0.2041 -0.7622
C -0.1331 -0.8804 -0.0669
H 0.3439 -1.5313 -0.8100
H -1.1679 0.9937 -0.1187
H 0.5549 1.8640 2.0939
H 0.7197 0.4556 -2.0100
H -0.7862 -1.3000 0.5814

=====

12
Properties=species:S:1:pos:R:3 method="wB97M-V/def2-TZVPD" molar_mass_g_mol=197.369 max_force_ev_per_a=3.38 e_homo_ev=-9.59 gap_ev=8.8 de_lowest_kj_mol=87.53
Cl 1.6705 0.2787 0.5777
Cl 0.2403 -0.5595 3.0247
Cl -0.2396 3.7963 -2.6956
P -1.1424 1.8153 -0.2186
P -0.3246 -2.0030 0.5536
C 0.0658 -0.3359 1.2464
C -1.0823 0.5247 0.9274
H 0.3154 1.9777 -0.2906
H 0.7295 3.4836 -1.8671
H 0.8507 -2.5598 0.9152
H 0.0802 -1.9615 -0.8391
H -1.8715 0.4927 1.6339

=====

10
Properties=species:S:1:pos:R:3 method="wB97M-V/def2-TZVPD" molar_mass_g_mol=97.520 max_force_ev_per_a=2.05 e_homo_ev=-9.66 smiles=NC[C@@H](F)Cl gap_ev=10.6 de_lowest_kj_mol=38.21
Cl -2.5720 -0.0707 -0.1420
F -0.6589 1.5122 -0.2693
N 1.4163 -0.0226 -0.1011
C 0.1329 -0.6204 -0.3836
C -0.8999 0.2684 0.2318
H 1.6357 -0.2818 0.8191
H 0.0813 -1.5274 0.1846
H -0.8134 0.3732 1.3609
H 1.4918 0.9862 -0.2605
H 0.1862 -0.6170 -1.4398

=====

10
Properties=species:S:1:pos:R:3 method="wB97M-V/def2-TZVPD" molar_mass_g_mol=97.520 max_force_ev_per_a=8.95 e_homo_ev=-10.02 smiles=NC[C@@H](F)Cl gap_ev=10.9 de_lowest_kj_mol=189.38
Cl 0.2802 1.6374 -1.5936
F -1.1103 -0.4468 -2.0564
N 0.6724 -0.2646 1.1919
C -0.1779 -0.1114 -1.1193
C -0.4266 -0.0705 0.3667
H 1.3514 0.6944 0.9941
H -0.5913 -1.1856 0.4714
H 0.6394 -0.6512 -1.1981
H -1.1671 0.5683 0.7735
H 0.5299 -0.1700 2.1697